[1]
Molecular formula: C6H10
Method: DFT, ωB97M-V/def2-TZVPD

Properties
gap between HOMO and LUMO = 8.29 eV
E_HOMO = -0.26310 Eh
lowest unoccupied orbital energy = 1.13 eV

Each line ends with the Löwdin charge.
Element x y z (Å)
1 C -1.694 0.722 0.846  -0.055
2 C -1.190 -0.338 -0.019  -0.276
3 C -0.141 -0.260 -0.852  -0.299
4 C 0.904 -1.314 -0.546  -0.117
5 C 1.385 -0.130 0.357  -0.169
6 C 0.861 0.861 -0.715  -0.124
7 H -2.353 0.448 1.672  0.072
8 H -1.173 1.657 1.036  0.065
9 H -2.167 0.688 -0.337  0.172
10 H -1.743 -1.261 0.082  0.121
11 H 1.603 -1.538 -1.362  0.100
12 H 0.544 -2.228 -0.064  0.105
13 H 2.416 -0.085 0.692  0.093
14 H 0.688 -0.014 1.210  0.107
15 H 1.540 0.934 -1.581  0.110
16 H 0.521 1.859 -0.419  0.096

Atoms 1-3, force components in eV/Å:
-1.96 0.77 -2.21
0.95 -1.04 0.18
-0.62 -0.15 -0.60



[2]
Molecular formula: C6H10
Method: DFT, ωB97M-V/def2-TZVPD

Properties
gap between HOMO and LUMO = 8.90 eV
E_HOMO = -0.29560 Eh
SMILES = C=CC=C(C)C
lowest unoccupied orbital energy = 0.86 eV

Each line ends with the Löwdin charge.
Element x y z (Å)
1 C 0.174 -2.852 -0.661  -0.010
2 C 0.456 -1.614 -0.130  -0.187
3 C -0.474 -0.520 -0.335  -0.119
4 C -0.160 0.763 0.037  -0.362
5 C 0.917 0.983 1.050  -0.097
6 C -0.906 1.971 -0.504  -0.066
7 H -0.937 -2.964 -0.721  0.063
8 H 0.757 -3.730 -0.376  0.042
9 H 1.424 -1.250 0.334  0.104
10 H -1.423 -0.687 -0.735  0.081
11 H 1.075 0.093 1.727  0.085
12 H 1.840 1.401 0.529  0.110
13 H 0.446 1.714 1.771  0.090
14 H -0.447 2.401 -1.403  0.070
15 H -1.979 1.534 -0.839  0.130
16 H -0.762 2.756 0.256  0.066

Atoms 1-3, force components in eV/Å:
-0.85 1.43 2.89
0.58 -0.82 -0.72
1.49 2.25 1.47



[3]
Molecular formula: C6H10
Method: DFT, ωB97M-V/def2-TZVPD

Properties
gap between HOMO and LUMO (alpha / beta) = 8.22 / 7.36 eV
E_HOMO (alpha / beta) = -0.30396 / -0.27298 Eh
lowest unoccupied orbital energy (alpha / beta) = -0.05 / -0.07 eV

Each line ends with the Löwdin charge.
Element x y z (Å)
1 C 0.841 0.462 -1.013  -0.198
2 C 1.378 -0.108 0.316  -0.192
3 C 0.332 -0.998 0.903  -0.122
4 C -0.973 -0.542 0.882  -0.248
5 C -1.391 0.546 0.201  -0.085
6 C -0.495 1.197 -0.828  -0.199
7 H 0.705 -0.372 -1.712  0.116
8 H 1.579 1.139 -1.456  0.106
9 H 1.568 0.713 1.026  0.126
10 H 2.328 -0.633 0.178  0.109
11 H 0.562 -1.938 1.391  0.072
12 H -1.157 -2.516 0.765  0.148
13 H -1.622 -1.490 1.212  0.047
14 H -2.349 1.010 0.414  0.099
15 H -0.306 2.225 -0.480  0.112
16 H -1.000 1.304 -1.799  0.110

Atoms 1-3, force components in eV/Å:
0.06 -0.02 -0.02
0.03 0.00 0.01
0.04 0.50 0.01



[4]
Molecular formula: C6H10
Method: DFT, ωB97M-V/def2-TZVPD

Properties
gap between HOMO and LUMO = 10.33 eV
E_HOMO = -0.33661 Eh
SMILES = C=C1CCCC1
lowest unoccupied orbital energy = 1.17 eV

Each line ends with the Löwdin charge.
Element x y z (Å)
1 C -1.205 1.598 -1.057  0.035
2 C -0.496 0.600 -0.536  -0.323
3 C -1.054 -0.609 0.183  -0.166
4 C 0.050 -0.957 1.190  -0.201
5 C 1.323 -0.741 0.357  -0.200
6 C 1.025 0.520 -0.481  -0.155
7 H -2.291 1.606 -1.011  0.057
8 H -0.727 2.447 -1.541  0.059
9 H -2.040 -0.434 0.625  0.113
10 H -1.157 -1.439 -0.532  0.122
11 H 0.022 -0.256 2.034  0.114
12 H -0.035 -1.970 1.597  0.105
13 H 2.232 -0.650 0.960  0.104
14 H 1.456 -1.604 -0.309  0.108
15 H 1.470 0.471 -1.482  0.113
16 H 1.427 1.420 0.001  0.115

Atoms 1-3, force components in eV/Å:
0.07 -0.11 0.06
-0.12 0.14 -0.06
-0.07 -0.01 0.00



[5]
Molecular formula: C6H10
Method: DFT, ωB97M-V/def2-TZVPD

Properties
gap between HOMO and LUMO = 10.22 eV
E_HOMO = -0.33135 Eh
SMILES = CC1CC=CC1
lowest unoccupied orbital energy = 1.20 eV

Each line ends with the Löwdin charge.
Element x y z (Å)
1 C 2.023 -0.123 0.045  -0.085
2 C 0.514 -0.263 0.338  -0.323
3 C -0.585 -1.100 -0.624  -0.114
4 C -1.870 -0.345 -0.342  -0.117
5 C -1.642 0.798 0.300  -0.117
6 C -0.189 1.069 0.565  -0.202
7 H 2.525 0.529 0.784  0.078
8 H 2.203 0.320 -0.937  0.070
9 H 2.572 -1.073 0.101  0.069
10 H 0.480 -0.805 1.305  0.129
11 H -0.558 -1.339 -1.721  0.111
12 H -0.365 -2.001 -0.085  0.075
13 H -2.859 -0.579 -0.749  0.099
14 H -2.410 1.511 0.575  0.097
15 H 0.186 1.804 -0.156  0.116
16 H -0.021 1.479 1.566  0.114

Atoms 1-3, force components in eV/Å:
-0.14 -0.05 -0.27
-0.30 -0.06 -0.35
1.13 0.59 0.64



[6]
Molecular formula: C6H10
Method: DFT, ωB97M-V/def2-TZVPD

Properties
gap between HOMO and LUMO = 10.60 eV
E_HOMO = -0.34585 Eh
SMILES = C[C@@]12CC[C@@H]1C2
lowest unoccupied orbital energy = 1.18 eV

Each line ends with the Löwdin charge.
Element x y z (Å)
1 C -1.346 0.373 -1.340  -0.034
2 C -0.212 0.071 -0.400  -0.434
3 C 0.584 1.112 0.396  -0.115
4 C 0.660 0.123 1.595  -0.134
5 C -0.062 -0.922 0.750  -0.202
6 C 0.664 -1.128 -0.545  -0.080
7 H -1.975 -0.512 -1.489  0.080
8 H -0.960 0.679 -2.320  0.080
9 H -1.984 1.181 -0.960  0.076
10 H 1.543 1.387 -0.058  0.106
11 H 0.025 2.027 0.619  0.107
12 H 0.089 0.491 2.454  0.104
13 H 1.657 -0.172 1.941  0.101
14 H -0.675 -1.747 1.094  0.127
15 H 0.244 -1.921 -1.160  0.109
16 H 1.749 -1.041 -0.577  0.109

Atoms 1-3, force components in eV/Å:
-0.01 -0.03 -0.01
-0.05 0.06 -0.15
0.04 0.13 -0.06



ΔE to the lowest compared entry with this formula, charge and spin list, top to bottom, in kcal/mol: 103.8, 48.7, 109.6, 3.5, 23.1, 29.1